Record 1
Molecular formula: AlN2O6
Method: DFT, wB97M-V/def2-TZVPD

## Properties
HOMO level in eV: -12.57
Electronic energy in eV: -21838.723
Total charge: +1

Geometry (Å):
O -2.1198 0.7213 1.3070
O 0.1307 -2.6758 -1.8865
N -1.3622 0.8901 2.2253
O 1.4851 -1.1753 -1.6848
O -0.0400 -0.8692 -2.9465
O -1.7403 0.5221 3.3082
Al 3.4728 2.5970 -0.2586
O -0.3433 1.5762 2.1294
N 0.5172 -1.5864 -2.1936

Force components x, y, z for each atom (eV/Å):
O -0.4 -0.5 -2.1
O -1.2 -2.2 0.2
N 0.0 1.8 1.0
O 5.2 1.9 2.8
O -2.4 1.8 -2.8
O 0.1 -0.9 1.5
Al -0.1 0.0 0.0
O 0.3 -0.5 -0.5
N -1.6 -1.4 0.0

Results of the Löwdin charge analysis, in e, for atoms 1 through 5: 0.227 0.248 -0.613 0.205 0.240

Record 2
Molecular formula: AlO4P
Method: DFT, wB97M-V/def2-TZVPD

## Properties
HOMO level in eV: -10.46
Electronic energy in eV: -24073.886

Geometry (Å):
O 0.4191 -1.2207 0.4646
O -1.1192 -0.0348 -0.8208
Al 0.8830 -0.6937 -1.6482
O 0.9458 1.0437 -0.1932
O -0.9182 0.6853 1.7449
P -0.2104 0.2201 0.4526

Force components x, y, z for each atom (eV/Å):
O 0.8 -0.5 -1.8
O 0.9 -0.6 -1.2
Al -2.0 1.7 3.9
O 0.5 -1.0 -1.3
O 1.9 -1.0 -3.5
P -2.1 1.4 4.0

Results of the Löwdin charge analysis, in e, for atoms 1 through 5: -0.247 -0.233 1.013 -0.290 -0.295

Record 3
Molecular formula: As6CuF36
Method: DFT, wB97M-V/def2-TZVPD

## Properties
HOMO level (alpha / beta) in eV: -3.03 / -3.03
Multiplicity: 2
Electronic energy in eV: -507518.753
Total charge: -4

Geometry (Å):
F -4.4866 -0.6917 -1.0370
F 3.6687 0.6723 1.3090
F 1.3504 -1.5163 -3.6253
F 2.3065 3.8165 -3.3228
As -3.4622 0.7007 -1.3771
F 3.6966 -2.7123 0.3557
F 0.8289 -3.9468 -4.0157
F -4.8462 1.4794 -2.2548
F 3.2394 -1.4789 2.5604
F -4.1374 1.4841 0.1172
F -2.2171 -3.2083 4.2393
F 4.1225 -0.6684 -0.8522
F -2.2478 3.4474 1.5916
As -1.4581 -2.3219 2.9040
F 1.9685 -3.2151 -1.8787
F -0.2580 -1.5512 4.0234
F -2.7633 -3.0247 1.7742
As -0.7821 2.8987 2.5299
F -0.4385 -3.7562 2.7255
F 5.4347 -0.9936 1.2322
F 2.7978 1.3490 -2.8639
F -0.6506 -1.4887 1.5067
F 0.5873 2.2420 3.4678
F 2.6552 2.9649 -0.8992
F -0.3493 -3.9309 -1.7285
F -1.0835 -2.3375 -3.4518
F -2.7016 0.0067 -2.9058
As 1.5700 2.5279 -2.2674
F -2.4688 2.2062 -1.5940
F -2.6282 -0.9989 3.1740
F 0.9363 1.0987 -1.2858
F 0.3009 3.8252 1.5388
F 1.8734 -0.8178 0.5360
F -1.8115 1.8049 3.4979
As 3.7029 -1.0024 0.8754
F 0.1867 -1.6398 -1.3068
F 0.3187 3.6058 -1.5926
F 0.4271 2.0986 -3.6087
F -1.1042 4.2591 3.6781
Cu -0.0165 -0.1213 0.1009
F -2.0249 0.1116 -0.4410
F -0.4982 1.5581 1.2859
As 0.4621 -2.7354 -2.7144

Force components x, y, z for each atom (eV/Å):
F 1.2 0.6 -0.5
F -0.1 -0.5 -0.2
F -1.0 -0.8 0.8
F -0.8 -1.1 1.1
As 0.3 2.8 -0.3
F -0.1 1.5 1.1
F -0.5 0.9 0.9
F 1.3 -0.9 0.2
F 0.8 0.4 -1.9
F 0.8 -1.2 -1.4
F 0.3 0.5 -0.3
F -0.7 0.1 2.0
F 2.1 -0.7 1.1
As -1.8 -0.3 0.8
F -1.1 0.4 -1.0
F -1.5 -1.0 -1.5
F 2.2 0.8 1.3
As -1.4 -0.7 0.1
F -0.5 1.3 -0.4
F -0.7 -0.5 0.2
F -1.4 1.5 0.5
F -0.3 -0.2 0.3
F -1.0 1.0 -0.7
F -1.2 -0.4 -1.6
F 0.0 0.0 -0.7
F 1.3 -0.1 0.4
F -1.6 0.8 2.4
As 0.4 0.0 -0.6
F -1.3 -1.8 -0.1
F 1.6 -1.0 -0.4
F -0.3 0.4 0.1
F -0.6 0.0 0.8
F 1.3 -0.3 0.2
F 0.8 1.2 -1.0
As -0.3 -0.6 -1.0
F -0.2 0.2 -0.9
F 1.5 -1.1 -0.8
F 1.5 0.4 1.6
F 0.7 -1.1 -0.9
Cu 0.3 0.4 -0.1
F -0.9 -0.4 -0.3
F -0.3 0.4 0.7
As 1.4 -1.1 0.2

Results of the Löwdin charge analysis, in e, for atoms 1 through 5: -0.270 -0.249 -0.255 -0.335 0.974

Record 4
Molecular formula: AsB2F6H8Sn
Method: DFT, wB97M-V/def2-TZVPD

## Properties
HOMO level in eV: -6.96
Electronic energy in eV: -84456.306
Total charge: -1

Geometry (Å):
B -0.0800 -2.2720 0.1232
H -1.4571 -0.2981 3.8511
F 1.9464 -0.1630 -1.7475
F 0.1898 1.5878 -1.2328
H -0.0173 -1.2172 0.5931
H -1.1308 -2.6902 0.3029
Sn -2.1147 0.1086 -0.5278
H 0.1881 -2.3022 -0.9846
H -1.2417 0.6228 2.2006
F 3.2402 1.7334 -2.9349
H -2.8624 0.6284 3.1670
H -2.2264 -0.8256 2.1252
B -1.9509 0.0078 2.8747
F 0.8650 1.2825 -3.6105
As 1.7222 1.5791 -2.0752
H 0.7158 -2.8651 0.6795
F 2.6415 1.7303 -0.5611
F 1.5723 3.3529 -2.2428

Force components x, y, z for each atom (eV/Å):
B -1.4 0.5 -1.5
H 1.3 -1.0 1.2
F -0.8 1.3 -1.1
F -1.3 -0.4 0.5
H 0.0 2.7 0.8
H -2.1 -1.0 0.4
Sn 3.3 -1.7 3.0
H 0.4 0.1 -2.0
H 1.6 1.8 -1.4
F -0.7 -0.4 0.0
H -1.8 1.2 0.2
H -1.0 -2.2 -1.4
B -0.9 0.7 -0.7
F 0.4 0.2 1.3
As 2.9 -0.1 -0.1
H 1.3 -0.8 1.3
F -1.1 0.7 -0.7
F -0.3 -1.4 0.2

Results of the Löwdin charge analysis, in e, for atoms 1 through 5: -0.473 -0.047 -0.281 -0.389 -0.070

Record 5
Molecular formula: AsCsF6
Method: DFT, wB97M-V/def2-TZVPD

## Properties
HOMO level in eV: -10.73
Electronic energy in eV: -77693.761

Geometry (Å):
F -0.9807 -0.7045 1.8447
F 0.5087 -2.4516 0.7703
F 1.3971 -0.1170 1.2637
As -0.0122 -0.7291 0.3319
F -1.4231 -1.4205 -0.5373
F 1.0145 -0.7626 -1.1229
F -0.6060 1.0023 0.0415
Cs 0.1016 5.1829 -2.5919

Force components x, y, z for each atom (eV/Å):
F 0.8 0.1 -1.4
F -0.6 2.3 -0.8
F -1.3 -0.2 -1.0
As -0.1 -1.3 1.8
F 1.5 1.0 0.5
F -1.1 0.3 1.0
F 0.9 -1.8 -0.2
Cs 0.0 -0.3 0.2

Results of the Löwdin charge analysis, in e, for atoms 1 through 5: -0.308 -0.331 -0.311 0.930 -0.302

Record 6
Molecular formula: AsF6Ni2O8P2
Method: DFT, wB97M-V/def2-TZVPD

## Properties
HOMO level (alpha / beta) in eV: 2.54 / 2.97
Multiplicity: 5
Electronic energy in eV: -194184.858
Total charge: -3

Geometry (Å):
Ni -6.0877 17.4817 5.0210
F -6.9962 16.4543 9.0791
F -3.6692 16.8741 8.2501
O -4.1051 17.8427 5.2364
As -5.3040 16.5975 8.6719
O -5.9273 19.5467 5.5950
Ni -4.4568 19.4586 4.0141
O -7.5678 21.1545 5.3837
F -5.2100 14.8607 8.5498
O -2.7394 15.9472 4.8895
F -5.7337 16.6394 6.9463
F -5.5324 18.3004 8.7981
O -7.6493 18.5586 5.9425
P -7.3999 19.7183 4.8102
P -3.4341 16.9531 3.9999
F -4.8617 16.4446 10.3637
O -6.4419 19.1191 3.6727
O -4.8875 16.8913 3.4433
O -2.6286 18.3936 4.0380

Force components x, y, z for each atom (eV/Å):
Ni 2.2 1.6 1.1
F -0.1 -0.4 0.2
F 0.3 -0.5 0.3
O -3.9 -0.2 2.5
As -0.6 0.9 -1.2
O 4.2 2.5 1.5
Ni -1.0 -2.0 3.0
O -3.0 -0.4 -3.1
F 0.2 -0.1 0.0
O 0.8 -1.8 -3.1
F -0.2 -0.7 1.0
F 0.1 0.1 0.3
O -5.1 -0.7 -3.0
P 7.5 -0.2 8.0
P -1.5 5.5 8.3
F 0.0 0.1 0.2
O -3.6 0.0 -5.5
O 1.0 -3.0 -4.2
O 2.7 -0.5 -6.1

Results of the Löwdin charge analysis, in e, for atoms 1 through 5: 0.586 -0.288 -0.230 -0.504 0.728

Record 7
Molecular formula: B13Ca4H52
Method: DFT, wB97M-V/def2-TZVPD

## Properties
HOMO level in eV: 5.94
Electronic energy in eV: -83363.838
Total charge: -5

Geometry (Å):
H -10.5010 -1.1948 8.2125
B -12.7420 -5.9540 12.3234
H -13.8392 -6.2741 12.5051
B -13.1677 -2.6934 10.7947
B -10.8909 -2.2849 8.3307
B -7.5244 -6.6995 12.5702
H -12.1956 -6.8187 11.8646
H -11.2132 -2.4670 9.4096
H -10.6667 -6.5120 15.5626
H -10.2395 -5.7785 8.5911
H -12.3183 -2.2936 11.3992
H -7.2321 -3.8105 12.3891
H -11.1371 -5.3275 10.1712
B -6.6367 -2.8355 12.3858
H -7.0355 -2.0973 11.6498
Ca -9.4940 -4.6517 16.2216
H -6.6666 -2.4248 13.4265
H -9.2451 -2.4926 14.8837
H -12.5442 -5.0523 11.7161
H -11.1529 -3.0508 16.0883
H -8.0438 -7.1849 11.7092
H -10.0043 -7.4785 14.1319
H -9.6419 -5.7198 14.3631
H -14.0356 -1.8520 15.0082
B -7.1640 -4.6080 15.4791
H -10.7727 -2.7370 13.2945
H -9.8257 -1.7021 16.4356
Ca -10.0160 -6.1834 12.1199
H -10.7502 -4.3354 12.3570
B -9.8011 -6.6762 14.8855
H -10.1898 0.7999 10.9967
Ca -8.6271 -1.5492 13.0855
H -8.8730 -6.8877 15.4600
B -9.3794 -1.5226 15.3867
H -9.3202 -5.2054 10.0794
H -8.7810 -0.4606 11.1455
H -5.5203 -3.0211 12.1433
B -10.2144 -5.7751 9.7426
H -13.6343 -1.8291 10.1865
H -13.4138 -0.2566 14.4142
B -13.3504 -1.3894 14.1922
B -10.1675 -3.4786 12.7413
H -7.5058 -7.3594 13.5159
H -11.7181 -4.6580 16.6228
H -13.6997 -1.5759 13.1607
Ca -12.8761 -3.6205 13.3268
H -9.4604 0.2461 12.6269
H -9.6310 -2.9679 11.9056
H -7.6531 -4.5240 14.4812
H -11.7549 -2.5068 7.5777
H -12.3261 -1.7844 14.3776
H -12.3620 -5.7500 13.3429
B -11.7930 -3.9082 15.8022
H -7.5717 -3.8026 16.1313
H -6.4580 -6.3947 12.2561
H -10.0845 -6.8133 10.1011
H -8.0910 -5.7600 12.7776
H -10.0851 -3.0648 8.0305
H -8.4764 -0.8701 15.4583
H -12.7896 -3.5337 10.1136
H -9.3283 -3.8751 13.3638
H -6.0280 -4.4200 15.4460
H -7.4097 -5.6065 15.8913
H -10.1138 -0.9024 14.8119
H -10.4284 -0.9249 11.6033
H -11.6062 -4.3042 14.8010
H -12.8108 -3.4556 15.8205
B -9.7200 -0.0671 11.5932
H -13.9145 -3.1018 11.5312

Force components x, y, z for each atom (eV/Å):
H 0.7 1.8 -0.4
B -1.3 -1.1 0.1
H -1.9 -0.2 -0.1
B -0.2 -0.2 -1.5
B 0.4 0.0 -0.5
B 1.6 -0.5 0.7
H 1.1 -2.2 -0.9
H -0.3 -0.1 1.3
H -2.6 0.1 1.9
H -0.1 -0.1 -1.6
H 2.1 1.0 1.6
H -0.8 -1.1 -0.2
H -2.2 1.0 1.0
B 1.4 -1.2 -0.5
H -0.9 1.9 -2.0
Ca 0.2 0.7 -1.6
H 0.1 1.2 2.8
H 0.7 -2.5 -0.8
H -0.1 1.8 -1.8
H 1.6 1.9 0.4
H -1.2 -1.8 -2.4
H -0.6 -2.0 -1.5
H 0.4 2.5 -1.4
H -1.3 -1.1 1.0
B 2.1 0.4 -0.1
H -1.5 1.8 1.4
H -0.3 -0.1 1.8
Ca 0.0 0.3 -0.2
H -1.8 -1.1 -1.0
B -0.4 -1.3 0.1
H -0.5 1.4 -0.8
Ca -0.1 -0.8 -0.5
H 2.1 -0.8 1.5
B -0.8 0.6 2.3
H 2.4 1.5 1.0
H 2.7 -0.8 -1.5
H 1.7 -0.4 -0.4
B -0.2 0.5 -2.3
H -0.9 1.3 -0.8
H 0.1 1.8 0.2
B -1.1 1.8 1.5
B 0.5 -0.4 -0.4
H 0.0 -1.1 1.3
H 0.1 -2.6 2.2
H -1.1 -0.4 -2.6
Ca 0.1 1.0 -1.3
H 0.4 1.7 3.0
H 0.5 0.7 -2.4
H -1.1 0.2 -2.0
H -1.8 -0.1 -1.2
H 2.4 -0.6 0.4
H 1.4 0.0 3.1
B -1.3 0.6 1.0
H -0.9 2.5 2.2
H 1.5 0.3 -0.5
H 0.3 -3.8 0.9
H -0.7 2.2 0.7
H 1.6 -1.0 -0.5
H 2.9 1.4 0.1
H 0.1 -1.2 -0.9
H 1.7 -1.1 1.8
H 1.7 0.1 -0.2
H -0.5 -2.8 1.6
H -1.9 1.2 -1.3
H -1.7 -1.9 0.3
H 1.5 -1.7 -2.0
H -2.5 0.7 0.3
B -1.0 1.7 -1.4
H -2.7 -1.2 1.8

Results of the Löwdin charge analysis, in e, for atoms 1 through 5: -0.099 -0.498 -0.017 -0.494 -0.518

Record 8
Molecular formula: B2CuH22O7
Method: DFT, wB97M-V/def2-TZVPD

## Properties
HOMO level (alpha / beta) in eV: -10.54 / -10.54
Multiplicity: 2
Electronic energy in eV: -60676.649

Geometry (Å):
H -2.4622 -0.0346 2.6636
H -0.5697 3.6445 -0.4045
B -0.3293 0.2666 -0.1536
O -4.3393 -0.4957 0.0929
H 1.8456 -1.3181 2.2479
O -1.9916 -0.7700 2.2629
H 3.1766 2.2537 1.2030
H -0.9149 -1.4339 -3.6890
B 2.5041 -1.5607 1.2892
O -1.1601 -0.6069 -3.2657
H 1.6463 2.2004 1.3819
H -1.4714 0.5318 -0.3457
H -3.6771 -1.1899 0.1444
H -3.8770 0.2490 -0.3005
H -1.0264 -3.0750 0.6492
H 3.2757 -2.4347 1.4984
H 3.1119 -0.5665 0.9997
H 0.1251 -0.2083 -1.1805
H 1.8198 -1.8324 0.3788
H 0.3020 1.2768 -0.0049
H 2.2324 2.1770 -2.2826
O 1.5713 1.5036 -2.0926
H 1.0217 1.4456 -2.8834
H -1.5218 -0.3847 1.5101
O -1.3521 3.2080 -0.7487
O 2.3886 1.7606 0.9555
H -0.0434 -0.4643 0.7364
Cu 2.0236 0.0223 -0.3738
H -0.9590 -0.7342 -2.3284
H 0.1536 -2.4269 1.3607
H -1.2127 2.2697 -0.5536
O -0.2902 -3.2730 1.2329

Force components x, y, z for each atom (eV/Å):
H -0.2 0.0 0.0
H 0.0 0.0 0.0
B 0.9 0.1 0.2
O -0.2 0.0 -0.1
H -0.2 0.3 0.1
O 0.0 0.0 0.1
H 0.1 -0.1 0.0
H -0.1 -0.1 -0.1
B 0.4 -0.7 1.8
O 0.1 0.0 -0.1
H -0.2 -0.1 -0.1
H -0.3 -0.2 -0.1
H 0.1 0.0 0.2
H 0.0 0.1 -0.1
H -0.1 0.1 0.1
H 0.3 -0.1 -0.3
H 0.8 1.7 -1.2
H 0.6 -0.4 -0.3
H -1.1 0.1 -2.3
H -0.1 0.4 0.2
H 0.0 0.1 -0.1
O 1.0 0.1 0.0
H -0.3 -0.3 0.1
H -0.1 -0.1 0.2
O -0.1 0.1 -0.1
O 0.3 0.4 -0.2
H -0.3 -0.2 0.3
Cu -1.2 -1.1 1.8
H -0.2 0.0 -0.1
H -0.1 0.0 0.2
H 0.0 0.2 0.0
O 0.2 -0.2 -0.2

Results of the Löwdin charge analysis, in e, for atoms 1 through 5: 0.043 0.022 -0.350 -0.057 0.026